1.
{
  "formula": "C7H8ClIN2O2",
  "method": "the ωB97M-V functional and the def2-TZVPD basis",
  "species": ["C", "C", "C", "C", "C", "C", "C", "N", "N", "O", "O", "Cl", "I", "H", "H", "H", "H", "H", "H", "H", "H"],
  "coordinates": [[-0.75030, 1.10487, 0.30991], [0.72754, 0.86625, -1.20127], [1.03109, -1.19085, -0.09089], [0.77462, -0.67710, 1.28604], [-0.54392, 0.09455, 1.16267], [0.98615, -2.64603, -0.33189], [-1.93293, 2.09800, -0.01451], [1.09052, -0.31409, -1.03688], [1.41445, 2.04270, -1.53786], [2.04075, 2.00278, -2.58665], [1.15994, 3.01121, -0.79717], [-3.39668, 1.39615, 0.64127], [-2.97269, -2.61438, 0.17763], [0.65923, -1.38243, 2.01564], [1.40091, 0.22786, 1.52096], [-1.13334, -0.15072, 2.08882], [0.18939, -3.02859, 0.21609], [1.88208, -3.11056, 0.11326], [0.91993, -3.09049, -1.34566], [-1.96502, 2.43198, -1.11523], [-1.58171, 2.92889, 0.52573]],
  "atomic_forces_ev_per_a": [[0.75, -0.87, -2.56], [-3.84, 1.62, 3.78], [-0.13, 0.78, -0.88], [0.09, 3.60, -2.65], [-1.23, 1.12, 0.81], [2.05, -0.78, -0.93], [2.73, -1.79, -1.12], [1.66, -2.53, -0.44], [-0.91, -0.03, 0.26], [0.43, 0.71, 0.32], [0.87, -0.49, -1.18], [-0.63, 0.26, -0.09], [0.05, 0.16, 0.04], [0.28, -1.79, 1.83], [0.35, -1.55, 0.15], [-0.22, 0.63, -1.28], [-1.57, -0.73, 1.06], [-0.12, 0.16, 0.02], [0.00, 1.09, 0.32], [-0.22, -1.06, 1.69], [-0.39, 1.48, 0.85]],
  "e_lumo_ha": [-0.0491, -0.1247],
  "spin_multiplicity": 1
}

2.
{
  "formula": "C30H28F3N6O3SSe2Ti",
  "method": "the ωB97M-V functional and the def2-TZVPD basis",
  "species": ["Ti", "C", "C", "C", "C", "C", "C", "C", "N", "N", "C", "C", "C", "C", "C", "C", "N", "C", "C", "C", "C", "C", "C", "N", "H", "H", "H", "H", "H", "H", "H", "H", "H", "H", "H", "H", "H", "H", "H", "H", "H", "H", "H", "H", "Se", "Se", "C", "C", "C", "C", "C", "N", "C", "C", "C", "C", "C", "N", "H", "H", "H", "H", "H", "H", "H", "H", "F", "C", "F", "F", "S", "O", "O", "O"],
  "coordinates": [[0.03515, 0.23224, 0.00830], [1.32215, -1.66434, 2.25649], [0.00653, -1.69685, 3.02385], [-1.21888, -1.90208, 2.16785], [-2.20904, -2.75636, 2.63055], [-3.30790, -3.03974, 1.83779], [-3.36461, -2.49191, 0.57046], [-2.34599, -1.64977, 0.16934], [-1.31525, -1.31649, 0.96029], [1.65743, -0.41651, 1.52799], [2.92500, -0.67340, 0.81864], [3.16262, 0.34809, -0.24741], [4.44799, 0.63295, -0.67703], [4.62879, 1.52284, -1.71868], [3.51084, 2.11316, -2.28676], [2.26516, 1.78885, -1.79214], [2.07478, 0.91847, -0.78784], [1.88772, 0.71297, 2.44695], [0.59429, 1.30327, 2.91838], [0.48113, 1.96287, 4.13093], [-0.76350, 2.41639, 4.53057], [-1.85478, 2.16496, 3.71249], [-1.65347, 1.51101, 2.51246], [-0.44221, 1.11145, 2.10018], [1.30881, -2.46130, 1.51331], [2.13894, -1.87467, 2.95771], [-0.11196, -0.84048, 3.68855], [0.07456, -2.56225, 3.68459], [-2.10152, -3.21138, 3.60582], [-4.08579, -3.70030, 2.19722], [-4.17159, -2.70899, -0.11442], [-2.34504, -1.25113, -0.83830], [2.87347, -1.64799, 0.33531], [3.76056, -0.69521, 1.52733], [5.28863, 0.14367, -0.20453], [5.62177, 1.75451, -2.07967], [3.59586, 2.81253, -3.10571], [1.38087, 2.24204, -2.21520], [2.45556, 1.47765, 1.90972], [2.50247, 0.39673, 3.29732], [1.35586, 2.09289, 4.75430], [-0.88418, 2.93039, 5.47463], [-2.85423, 2.46491, 3.99316], [-2.47943, 1.29689, 1.84835], [-0.77699, 0.77392, -2.47244], [-2.86122, 1.52071, -0.72284], [-1.60575, 2.89289, -0.38675], [-1.98978, 4.23651, -0.33771], [-1.06033, 5.19213, 0.00486], [0.24754, 4.79193, 0.28627], [0.55518, 3.45691, 0.19383], [-0.34520, 2.51515, -0.14328], [-1.61758, -0.58752, -3.52046], [-1.44178, -0.52097, -4.89778], [-2.00748, -1.51384, -5.67416], [-2.73016, -2.52320, -5.05446], [-2.86106, -2.48385, -3.67708], [-2.31611, -1.53446, -2.91653], [-3.01392, 4.49480, -0.56541], [-1.34040, 6.23617, 0.05241], [1.01158, 5.50379, 0.56350], [1.56116, 3.11187, 0.39720], [-0.86468, 0.28053, -5.33694], [-1.88410, -1.50227, -6.74896], [-3.18350, -3.32281, -5.62259], [-3.42463, -3.24784, -3.15393], [-0.58670, -4.05733, -1.54219], [0.74436, -4.00799, -1.49927], [1.24052, -4.89443, -2.34943], [1.13286, -4.33734, -0.25761], [1.33706, -2.31756, -1.91155], [2.76147, -2.34720, -1.72491], [0.83015, -2.02142, -3.21259], [0.64193, -1.57787, -0.81243]],
  "atomic_forces_ev_per_a": [[-0.52, 0.05, 0.12], [-0.05, -0.03, 0.07], [0.02, -0.02, -0.05], [-0.05, 0.02, -0.02], [-0.02, -0.01, 0.00], [0.00, -0.01, 0.02], [0.02, 0.00, -0.01], [0.00, 0.04, 0.04], [0.11, -0.12, 0.09], [0.00, 0.04, -0.06], [-0.02, -0.01, -0.03], [-0.06, 0.00, -0.02], [0.02, 0.01, -0.03], [-0.01, -0.02, 0.02], [0.00, -0.02, -0.01], [0.00, 0.01, -0.06], [0.18, -0.05, 0.05], [0.00, 0.04, 0.00], [0.01, -0.03, -0.06], [0.04, 0.00, 0.00], [-0.01, -0.03, -0.02], [0.00, 0.01, 0.01], [0.03, 0.01, 0.08], [-0.15, -0.01, 0.13], [0.01, 0.01, -0.01], [0.02, 0.01, -0.01], [-0.01, 0.00, -0.01], [-0.01, 0.00, 0.01], [0.01, 0.00, 0.00], [0.00, 0.00, 0.00], [-0.01, -0.01, 0.00], [0.02, -0.08, 0.10], [0.00, 0.02, 0.01], [-0.01, 0.01, 0.00], [0.00, 0.00, 0.00], [0.00, -0.01, 0.00], [-0.02, 0.01, 0.01], [0.00, -0.01, 0.01], [0.01, -0.02, -0.01], [0.00, 0.00, 0.01], [-0.01, 0.00, 0.01], [0.00, 0.01, 0.00], [0.00, 0.01, 0.01], [0.02, -0.01, -0.01], [0.08, 0.07, -0.42], [0.21, -0.03, 0.04], [-0.23, 0.09, 0.01], [0.02, -0.03, 0.00], [0.08, -0.04, 0.00], [-0.07, 0.06, -0.01], [-0.01, 0.02, 0.00], [0.29, -0.02, 0.04], [-0.04, -0.11, 0.06], [0.01, 0.07, 0.01], [-0.02, -0.03, 0.00], [0.01, 0.01, 0.04], [0.01, 0.00, -0.05], [-0.04, 0.08, -0.05], [0.00, 0.01, 0.00], [0.01, 0.00, 0.01], [-0.01, 0.01, 0.00], [-0.03, -0.02, -0.01], [-0.01, -0.01, 0.00], [0.00, 0.00, 0.00], [-0.01, 0.00, 0.00], [0.00, -0.02, 0.00], [-0.03, 0.00, -0.01], [0.03, 0.02, -0.03], [0.01, -0.01, -0.01], [0.01, 0.01, 0.02], [-0.08, 0.07, 0.03], [-0.02, -0.05, 0.04], [0.04, -0.04, -0.03], [0.23, 0.09, -0.04]],
  "charge": 1,
  "e_lumo_ha": [-0.1063, -0.1299],
  "spin_multiplicity": 3,
  "s_squared": 2.01,
  "e_above_lowest_kcal_mol": 4.8
}

3.
{
  "formula": "C3H4N2",
  "method": "the ωB97M-V functional and the def2-TZVPD basis",
  "species": ["C", "C", "C", "N", "N", "H", "H", "H", "H"],
  "coordinates": [[-0.87411, 0.69186, -0.11330], [2.10920, -1.05458, -0.11676], [-0.66365, -0.50198, -0.48841], [-1.62991, -0.11798, 0.80494], [2.51341, 0.04572, -0.05552], [-0.37523, 1.61985, -0.08673], [-2.70487, -0.08149, 0.59777], [-0.72744, -1.56385, -0.70457], [2.35261, 0.96245, 0.16258]],
  "atomic_forces_ev_per_a": [[0.62, -0.26, 0.33], [0.62, 0.36, -0.09], [-2.42, -1.81, 0.55], [-1.68, 0.28, -0.01], [-0.25, -2.87, -0.37], [-0.07, 1.14, -0.15], [2.40, -0.07, -0.29], [0.85, 0.76, -0.45], [-0.05, 2.45, 0.48]],
  "e_lumo_ha": 0.0301,
  "spin_multiplicity": 1,
  "e_above_lowest_kcal_mol": 139.5
}